Record 1
{
  "formula": "C2H4O5S2",
  "method": "wB97M-V/def2-TZVPD",
  "symbols": ["C", "C", "H", "O", "O", "H", "H", "O", "O", "O", "H", "S", "S"],
  "positions_angstrom": [[0.27, -0.12, 0.51], [-0.20, 0.17, -0.87], [1.38, 0.26, 0.72], [-1.74, -1.43, -0.86], [-2.83, -1.19, 1.21], [0.30, -1.16, 0.67], [-0.08, 0.08, -2.73], [0.48, -0.15, -1.91], [-2.86, 1.71, 0.98], [-1.15, 1.08, -1.00], [-0.34, 0.35, 1.44], [-2.77, 1.34, -0.43], [-3.06, -1.14, -0.22]],
  "lumo_energy_ha": -0.0020,
  "max_force_ev_per_a": 4.14,
  "total_charge": 0,
  "relative_energy_kcal_mol": 9.3
}

***

Record 2
{
  "formula": "C2H4OS",
  "method": "wB97M-V/def2-TZVPD",
  "symbols": ["H", "O", "S", "H", "H", "C", "C", "H"],
  "positions_angstrom": [[-0.59, -0.08, 1.35], [1.44, -0.15, 1.50], [0.12, 0.17, -0.82], [-1.85, -0.50, -1.57], [-2.13, 0.87, -0.38], [-1.58, -0.08, -0.63], [0.41, -0.09, 0.89], [-1.79, -0.74, 0.17]],
  "lumo_energy_ha": 0.0277,
  "max_force_ev_per_a": 2.50,
  "total_charge": 0,
  "smiles": "CSC=O",
  "relative_energy_kcal_mol": 15.7
}

***

Record 3
{
  "formula": "C2H4OS",
  "method": "wB97M-V/def2-TZVPD",
  "symbols": ["H", "O", "H", "S", "C", "H", "H", "C"],
  "positions_angstrom": [[-1.34, 0.82, 0.89], [0.20, -1.67, 1.93], [1.40, 0.96, -3.57], [0.82, 0.12, -2.77], [-1.20, 0.33, 1.85], [-1.51, 0.73, 2.73], [2.03, -0.61, -2.97], [-0.41, -0.69, 1.91]],
  "lumo_energy_ha": 0.0256,
  "max_force_ev_per_a": 2.62,
  "total_charge": 0,
  "smiles": "C=C=O.S",
  "relative_energy_kcal_mol": 33.6
}

***

Record 4
{
  "formula": "C2H4OS",
  "method": "wB97M-V/def2-TZVPD",
  "symbols": ["H", "S", "H", "H", "O", "C", "C", "H"],
  "positions_angstrom": [[1.32, 0.44, -0.14], [-0.46, -0.49, -1.14], [-0.60, -0.31, 1.76], [1.17, 1.12, -1.68], [-1.43, -2.22, 1.21], [0.61, 0.92, -0.80], [-0.84, -1.22, 1.07], [0.21, 1.77, -0.27]],
  "lumo_energy_ha": -0.0054,
  "max_force_ev_per_a": 2.79,
  "total_charge": 0,
  "relative_energy_kcal_mol": 47.5
}